Record 1
{"formula": "C4H3O3", "method": "ωB97M-V/def2-TZVPD", "de_lowest_kcal_mol": 85.1, "multiplicity": 1, "gap_ev": [6.63, 6.63], "total_charge": -1, "lumo_energy_ev": [4.2, 4.2], "e_tot_ha": -379.820625, "elements": ["C", "C", "C", "C", "O", "O", "O", "H", "H", "H"], "xyz": [[0.776, -0.959, 0.399], [-1.386, -0.459, 0.069], [0.692, 0.355, 0.072], [-0.712, 0.831, 0.491], [-2.363, -0.688, -0.645], [1.590, 1.015, -0.545], [1.582, -1.699, -0.275], [-1.147, 1.764, -0.066], [-0.986, 1.014, 1.632], [1.955, -1.174, -1.131]], "forces_ev_per_a": [[-3.36, -0.22, 1.09], [1.44, -0.33, -2.17], [0.20, 2.39, -0.08], [-2.87, 1.90, 0.91], [1.75, 0.47, 2.07], [-0.90, -0.29, 0.47], [2.90, -1.04, -3.35], [0.88, -1.62, 0.75], [1.19, -0.21, -1.96], [-1.23, -1.04, 2.27]], "lowdin_charge": [-0.24, -0.24, -0.57, -0.17, -0.04, -0.10, -0.05, 0.12, 0.13, 0.16]}

***

Record 2
{"formula": "C4H3O3S2", "method": "ωB97M-V/def2-TZVPD", "de_lowest_kcal_mol": 43.9, "multiplicity": 1, "gap_ev": 6.06, "total_charge": -1, "lumo_energy_ev": 3.3, "e_tot_ha": -1176.197968, "elements": ["C", "C", "C", "C", "O", "O", "O", "S", "S", "H", "H", "H"], "xyz": [[-1.482, 1.326, 1.079], [-1.848, -0.022, 0.671], [-0.291, 1.972, 0.884], [0.624, -0.575, -0.438], [2.402, -0.993, -2.212], [2.255, -2.660, -0.254], [0.605, 2.784, 1.003], [-0.894, -1.196, -0.081], [1.420, -1.970, -1.302], [-2.205, 1.874, 1.792], [-2.737, -0.449, 0.911], [2.150, -0.093, -2.054]], "forces_ev_per_a": [[0.81, 0.38, 0.39], [2.95, 0.25, -1.05], [0.56, 1.92, 1.42], [-1.11, -1.05, -0.35], [0.52, -1.25, -0.54], [-0.53, 0.66, -1.41], [-2.59, -2.72, -0.82], [0.54, 1.90, 0.17], [0.37, 0.27, 2.12], [1.42, -0.69, -1.39], [-2.60, -0.69, 0.87], [-0.34, 1.03, 0.59]], "lowdin_charge": [-0.21, -0.56, -0.19, -0.66, -0.38, -0.57, 0.05, 0.78, 0.65, 0.13, -0.04, -0.01]}

***

Record 3
{"formula": "C4H3O4Pt", "method": "ωB97M-V/def2-TZVPD", "de_lowest_kcal_mol": 0.0, "multiplicity": 4, "gap_ev": [5.73, 6.78], "total_charge": 0, "lumo_energy_ev": [-1.4, -2.7], "e_tot_ha": -574.124208, "s2": 3.785, "elements": ["C", "C", "H", "O", "C", "O", "H", "O", "C", "O", "Pt", "H"], "xyz": [[-0.592, 0.183, -0.475], [0.308, -0.770, -0.800], [0.214, -1.363, -1.713], [-1.883, -0.654, 1.380], [-1.338, 0.399, 0.758], [-2.071, 1.406, 0.570], [-2.502, -1.098, 0.786], [1.458, -1.010, -0.118], [2.420, -0.017, -0.152], [3.066, 0.107, 0.892], [2.331, 1.884, -0.035], [-1.411, 0.933, -1.092]], "forces_ev_per_a": [[-4.86, 5.09, 1.09], [2.64, -3.51, -2.42], [-0.30, -0.15, 0.48], [0.76, -1.31, 2.29], [-3.66, 0.79, -4.78], [0.97, 0.18, 2.64], [0.16, 0.21, 0.04], [1.26, 0.52, -0.66], [-1.66, -0.07, 2.20], [1.40, -1.37, 0.13], [-0.42, 1.35, -1.18], [3.72, -1.71, 0.18]], "lowdin_charge": [-0.01, -0.16, 0.13, 0.08, -0.49, 0.02, 0.13, -0.02, -0.55, -0.09, 0.74, 0.21]}

***

Record 4
{"formula": "C4H3O4S", "method": "ωB97M-V/def2-TZVPD", "de_lowest_kcal_mol": 6.0, "multiplicity": 1, "gap_ev": [7.21, 7.21], "total_charge": -1, "lumo_energy_ev": [3.2, 3.2], "e_tot_ha": -853.391360, "elements": ["C", "C", "C", "C", "O", "O", "O", "O", "S", "H", "H", "H"], "xyz": [[0.256, 0.562, 0.049], [-0.079, -0.684, -0.127], [-0.576, -1.453, -1.241], [-1.104, -1.251, -3.676], [-1.069, -0.767, -2.203], [-1.395, -0.329, -4.365], [-0.068, -3.507, 0.246], [-0.769, -2.415, -3.798], [-0.815, -3.184, -1.064], [0.315, 1.019, 1.040], [0.374, 1.251, -0.806], [-0.092, -1.275, 0.844]], "forces_ev_per_a": [[0.18, 2.60, -1.21], [-0.25, -2.90, 3.34], [-0.82, -2.10, -0.13], [0.87, -1.64, 0.14], [-0.05, 0.96, -0.44], [-0.74, 1.55, -1.13], [-0.71, -0.38, -0.80], [-0.24, -0.14, 0.18], [1.70, 2.38, 1.23], [0.36, -0.41, -0.26], [-0.18, -0.31, 0.45], [-0.13, 0.38, -1.38]], "lowdin_charge": [0.00, -0.19, -0.57, -0.73, -0.02, 0.06, -0.72, -0.02, 0.94, 0.05, 0.07, 0.11]}

***

Record 5
{"formula": "C4H3O4Sc", "method": "ωB97M-V/def2-TZVPD", "de_lowest_kcal_mol": 86.6, "multiplicity": 2, "gap_ev": [1.95, 3.59], "total_charge": 3, "lumo_energy_ev": [-17.8, -17.6], "e_tot_ha": -1214.354640, "s2": 1.447, "elements": ["C", "C", "H", "O", "C", "O", "Sc", "O", "C", "O", "H", "H"], "xyz": [[1.038, -1.285, 0.521], [0.939, -0.087, -0.026], [2.039, -1.698, 0.649], [-0.147, 0.725, -0.086], [0.034, 1.909, -0.640], [-0.901, 2.450, -1.190], [-1.506, 4.072, -2.342], [-1.322, -1.745, 0.932], [-0.062, -2.154, 1.046], [0.188, -3.177, 1.634], [-1.427, -0.866, 0.545], [1.126, 1.857, -1.043]], "forces_ev_per_a": [[1.27, -0.82, 0.22], [-1.03, 1.20, 0.52], [0.04, -0.15, -0.21], [-0.05, -0.53, 0.52], [4.21, -3.55, -2.18], [-2.11, 3.21, -0.88], [0.03, -0.89, 0.67], [0.48, -0.02, -0.15], [-2.01, -0.85, 1.24], [0.56, 0.84, -0.75], [-0.14, -0.19, 0.03], [-1.24, 1.75, 0.97]], "lowdin_charge": [0.20, 0.18, 0.19, 0.14, -0.17, -0.02, 1.96, 0.22, -0.39, 0.34, 0.12, 0.23]}

***

Record 6
{"formula": "C4H3O5Tl", "method": "ωB97M-V/def2-TZVPD", "de_lowest_kcal_mol": 0.0, "multiplicity": 1, "gap_ev": 8.91, "total_charge": 0, "lumo_energy_ev": -0.3, "e_tot_ha": -702.854048, "elements": ["C", "C", "O", "C", "O", "O", "H", "H", "H", "O", "O", "C", "Tl"], "xyz": [[0.409, 0.522, 0.050], [1.225, -0.327, -0.571], [1.186, -1.674, -0.207], [1.450, -2.645, -1.084], [1.934, -2.508, -2.172], [0.925, -3.754, -0.569], [0.688, 1.572, -0.077], [1.697, -0.175, -1.544], [1.427, -4.526, -0.863], [-2.002, 1.317, 0.127], [-1.572, -0.825, 0.656], [-1.325, 0.300, 0.195], [-0.185, -2.302, 1.569]], "forces_ev_per_a": [[-1.42, 0.78, -0.96], [-0.42, 0.79, -0.78], [-0.04, -0.05, -0.64], [-0.17, 0.59, -1.92], [0.11, -0.23, 0.88], [0.51, -0.90, 0.46], [-0.43, -0.23, -0.51], [1.04, 0.24, 0.82], [-0.23, -0.04, -0.32], [1.33, -1.63, -1.02], [-1.43, -1.24, -0.77], [1.75, 2.74, 2.71], [-0.60, -0.81, 2.03]], "lowdin_charge": [0.03, -0.13, -0.19, -0.63, 0.17, 0.06, 0.09, 0.14, 0.15, 0.06, -0.25, -0.60, 1.08]}

***

Record 7
{"formula": "C4H3PS", "method": "ωB97M-V/def2-TZVPD", "de_lowest_kcal_mol": 26.8, "multiplicity": 1, "gap_ev": 8.63, "total_charge": 0, "lumo_energy_ev": 0.0, "e_tot_ha": -893.581310, "elements": ["C", "C", "C", "C", "P", "S", "H", "H", "H"], "xyz": [[-0.248, 1.282, 1.650], [-0.633, 0.115, 1.719], [-0.061, 0.438, -1.023], [0.307, -0.829, -0.183], [1.067, 0.854, 0.369], [-0.923, -1.496, 1.042], [0.580, 0.268, -1.930], [-0.966, 0.986, -0.989], [0.877, -1.619, -0.655]], "forces_ev_per_a": [[0.61, 0.90, -0.05], [-0.82, -1.93, -0.36], [2.82, -2.05, 0.22], [-1.34, 0.77, -0.04], [-0.27, -0.48, 0.34], [1.06, 1.81, 0.04], [-1.17, 0.90, 0.39], [-0.93, -0.09, -0.44], [0.03, 0.18, -0.09]], "lowdin_charge": [-0.32, -0.56, -0.37, -0.70, 0.93, 0.82, 0.09, 0.06, 0.05]}

***

Record 8
{"formula": "C4H3PS", "method": "ωB97M-V/def2-TZVPD", "de_lowest_kcal_mol": 125.2, "multiplicity": 1, "gap_ev": [7.52, 7.56], "total_charge": 0, "lumo_energy_ev": [-0.9, -1.4], "e_tot_ha": -893.424512, "elements": ["C", "C", "C", "C", "P", "S", "H", "H", "H"], "xyz": [[-0.692, 1.494, 1.687], [-1.029, 0.271, 1.527], [0.182, 0.325, -1.005], [0.252, -0.691, 0.036], [0.804, 0.991, 0.661], [-1.240, -1.285, 0.768], [0.780, 0.291, -1.852], [-0.692, 0.814, -1.110], [1.634, -2.210, -0.712]], "forces_ev_per_a": [[-0.54, -1.41, -0.11], [-0.28, 1.03, -0.23], [1.14, -0.33, 2.15], [1.35, -1.56, -1.06], [1.03, -0.73, -0.11], [0.36, 0.70, 0.75], [1.41, 0.08, -1.13], [-3.37, 1.07, -1.00], [-1.10, 1.16, 0.73]], "lowdin_charge": [-0.26, -0.60, -0.38, -0.81, 0.95, 0.86, 0.05, 0.03, 0.16]}

***

Record 9
{"formula": "C4H3PS2", "method": "ωB97M-V/def2-TZVPD", "de_lowest_kcal_mol": 4.7, "multiplicity": 1, "gap_ev": 4.06, "total_charge": -2, "lumo_energy_ev": 5.6, "e_tot_ha": -1291.841475, "elements": ["C", "C", "C", "C", "P", "S", "S", "H", "H", "H"], "xyz": [[-1.036, 0.483, -0.011], [0.347, 0.792, 0.041], [-1.550, -0.797, 0.000], [1.467, 0.065, -0.136], [2.432, -1.458, 0.021], [-3.149, -1.278, 0.020], [3.241, 0.553, 0.044], [-1.566, 1.445, -0.123], [0.736, 1.896, 0.175], [-0.922, -1.702, -0.031]], "forces_ev_per_a": [[-0.44, -0.71, -0.10], [3.63, 2.29, -0.31], [1.22, 1.18, -0.16], [1.11, -1.44, 0.90], [-1.01, 0.11, -0.42], [-2.33, -0.37, -0.06], [-0.41, 0.72, -0.05], [-0.82, -1.06, 0.29], [-1.55, -1.68, -0.28], [0.59, 0.98, 0.19]], "lowdin_charge": [-0.30, -0.33, -0.84, -1.09, 0.19, 0.15, 0.05, 0.07, 0.09, 0.02]}